Molecular formula: C10H20ClInPb
Method: DFT, ωB97M-V/def2-TZVPD

Element x y z (Å)
In1 -0.073 0.665 0.196
Cl1 -1.294 0.523 -1.856
C1 1.615 2.039 -0.037
H1 2.247 1.959 0.861
H2 1.282 3.074 -0.185
H3 2.184 1.692 -0.912
Pb1 -2.718 3.201 -1.035
C2 -1.751 4.136 -2.869
C3 -4.578 2.031 -1.617
C4 -3.479 4.842 0.072
H4 -4.727 1.265 -0.843
H5 -5.422 2.731 -1.631
H6 -4.407 1.565 -2.596
H7 -0.717 4.389 -2.600
H8 -1.774 3.402 -3.685
H9 -2.316 5.044 -3.116
H10 -2.987 5.832 0.027
H11 -4.398 4.740 0.679
C5 1.568 -3.994 2.658
C6 2.083 -3.402 1.336
C7 3.498 -2.834 1.528
C8 2.113 -4.507 0.270
C9 1.229 -2.290 0.938
C10 0.589 -1.270 0.718
H12 2.203 -4.821 2.994
H13 0.550 -4.375 2.528
H14 1.561 -3.227 3.439
H15 4.200 -3.603 1.867
H16 3.865 -2.422 0.581
H17 3.483 -2.027 2.268
H18 1.106 -4.897 0.090
H19 2.518 -4.123 -0.672
H20 2.747 -5.337 0.604

Results
- Orbital gap (spin up / spin down): 6.8 / 6.0 eV
- Energy: -1235.95454 Ha
- Net charge: 0
- Relative energy (zero: lowest compared OMol25 entry of this formula, charge and spin): 54.06 kcal/mol

Löwdin atomic charge list, values in e, 8 entries: atom 1 (In): 0.602, atom 2 (Cl): -0.025, atom 3 (C): -0.231, atom 4 (H): -0.014, atom 5 (H): -0.020, atom 6 (H): 0.001, atom 7 (Pb): 1.003, atom 8 (C): -0.273

Molecular formula: C6H11NO
Method: DFT, ωB97M-V/def2-TZVPD

Element x y z (Å)
C1 -1.244 -0.743 1.292
C2 1.564 -1.230 0.219
N1 0.842 -0.219 -1.789
C3 0.787 -0.097 -0.428
C4 -0.908 0.094 0.092
C5 0.775 1.184 0.299
C6 -1.848 0.640 -0.674
O1 0.780 0.964 -2.443
H1 0.942 1.693 -1.796
H2 -0.756 -0.375 2.198
H3 2.629 -1.007 0.133
H4 1.350 -1.332 1.283
H5 -0.949 -1.784 1.148
H6 -2.322 -0.728 1.455
H7 1.355 -2.169 -0.288
H8 -2.890 0.550 -0.404
H9 -1.625 1.282 -1.514
H10 0.441 2.125 -0.120
H11 1.077 1.151 1.337

Results
- Orbital gap (spin up / spin down): 7.2 / 7.9 eV
- Energy: -364.99791 Ha
- Net charge: 0
- Relative energy (zero: lowest compared OMol25 entry of this formula, charge and spin): 146.56 kcal/mol

Löwdin atomic charge list, values in e, 8 entries: atom 1 (C): -0.069, atom 2 (C): -0.036, atom 3 (N): 0.007, atom 4 (C): -0.540, atom 5 (C): -0.262, atom 6 (C): 0.057, atom 7 (C): 0.036, atom 8 (O): -0.050

Molecular formula: C29H48ClF6OPZr
Method: DFT, ωB97M-V/def2-TZVPD

Element x y z (Å)
Zr1 -0.696 -1.072 0.397
P1 1.695 -0.417 -0.978
Cl1 -0.662 -3.242 -1.002
C1 -0.197 -2.755 1.575
H1 -0.782 -3.699 1.600
H2 0.346 -2.762 2.553
C2 1.610 -0.323 -2.871
C3 3.013 -1.709 -0.501
C4 1.042 -1.604 -3.490
H3 0.857 0.479 -2.994
C5 0.618 -1.364 -4.949
H4 1.806 -2.396 -3.461
H5 0.199 -1.993 -2.897
C6 1.745 -0.773 -5.812
H6 0.283 -2.309 -5.392
H7 -0.245 -0.681 -4.967
C7 2.472 0.394 -5.132
H8 2.473 -1.562 -6.049
H9 1.337 -0.432 -6.770
C8 2.858 0.078 -3.682
H10 3.378 0.646 -5.697
H11 1.829 1.287 -5.153
H12 3.583 -0.749 -3.680
H13 3.379 0.944 -3.261
C9 2.616 1.226 -0.643
C10 4.009 -2.104 -1.600
H14 3.566 -1.210 0.314
C11 5.056 -3.104 -1.077
H15 3.462 -2.552 -2.444
H16 4.542 -1.227 -1.993
C12 4.444 -4.324 -0.379
H17 5.692 -3.429 -1.909
H18 5.708 -2.584 -0.360
C13 3.437 -3.914 0.689
H19 3.936 -4.956 -1.119
H20 5.242 -4.926 0.064
C14 2.397 -2.975 0.079
H21 2.928 -4.792 1.104
H22 3.948 -3.411 1.522
H23 1.851 -3.508 -0.711
H24 1.655 -2.779 0.873
C15 2.189 2.424 -1.518
H25 2.292 1.420 0.397
C16 2.641 3.722 -0.844
H26 2.683 2.367 -2.496
H27 1.114 2.436 -1.736
C17 4.172 3.766 -0.741
H28 2.279 4.585 -1.417
H29 2.199 3.782 0.163
C18 4.779 2.490 -0.140
H30 4.596 3.932 -1.742
H31 4.477 4.627 -0.137
C19 4.155 1.184 -0.664
H32 5.856 2.468 -0.348
H33 4.666 2.515 0.954
H34 4.505 1.013 -1.696
H35 4.552 0.353 -0.069
C20 -0.961 2.082 -0.305
C21 -1.652 1.170 0.349
H36 0.123 2.014 -0.369
C22 -2.071 1.592 1.785
H37 -2.604 1.006 -0.127
C23 -3.071 2.771 1.588
H38 -2.530 0.769 2.344
H39 -1.203 1.947 2.353
C24 -2.544 3.858 0.632
H40 -4.009 2.355 1.188
H41 -3.307 3.201 2.575
C25 -1.732 3.329 -0.596
H42 -3.381 4.448 0.247
H43 -1.954 4.578 1.218
H44 -2.444 3.091 -1.412
H45 -1.090 4.131 -0.983
C26 -3.654 -2.375 -2.202
C27 -3.551 -1.217 -1.242
O1 -2.236 -0.976 -0.790
C28 -4.029 0.036 -2.062
F1 -5.256 -0.160 -2.617
F2 -4.115 1.207 -1.373
F3 -3.139 0.254 -3.082
C29 -4.392 -1.462 0.055
F4 -5.625 -1.971 -0.178
F5 -3.734 -2.353 0.870
F6 -4.547 -0.320 0.783
H46 -3.203 -2.069 -3.150
H47 -4.702 -2.648 -2.381
H48 -3.092 -3.232 -1.831

Results
- Orbital gap (spin up / spin down): 4.4 / 4.4 eV
- Energy: -2656.70158 Ha
- Net charge: 0
- Relative energy (zero: lowest compared OMol25 entry of this formula, charge and spin): 128.52 kcal/mol

Löwdin atomic charge list, values in e, 8 entries: atom 1 (Zr): 1.224, atom 2 (P): 1.093, atom 3 (Cl): 0.139, atom 4 (C): -0.440, atom 5 (H): -0.064, atom 6 (H): -0.057, atom 7 (C): -0.413, atom 8 (C): -0.415

Molecular formula: C45H50N3SSb2Ti
Method: DFT, ωB97M-V/def2-TZVPD

Element x y z (Å)
Ti1 -0.607 -0.454 -1.562
N1 0.098 -2.470 -2.012
C1 -0.487 -3.329 -1.014
C2 0.328 -3.987 -0.106
C3 -0.230 -4.801 0.867
C4 -1.608 -4.961 0.913
C5 -2.414 -4.294 0.004
C6 -1.879 -3.451 -0.968
C7 -2.747 -2.688 -1.910
C8 -3.944 -3.259 -2.351
C9 -4.790 -2.561 -3.195
C10 -4.444 -1.283 -3.613
C11 -3.250 -0.718 -3.188
C12 -2.374 -1.400 -2.337
H1 1.108 -2.567 -2.064
H2 -0.310 -2.650 -2.924
H3 1.405 -3.877 -0.180
H4 0.405 -5.313 1.577
H5 -2.056 -5.598 1.663
H6 -3.490 -4.402 0.068
H7 -4.205 -4.266 -2.048
H8 -5.708 -3.020 -3.538
H9 -5.094 -0.737 -4.285
H10 -2.979 0.273 -3.534
C13 2.493 -0.290 2.136
C14 3.176 -1.623 1.815
C15 4.139 -1.548 0.632
Sb1 3.253 -0.819 -1.198
C16 3.852 1.217 -0.966
C17 2.959 2.279 -1.054
C18 3.406 3.591 -0.918
C19 4.746 3.853 -0.688
C20 5.645 2.797 -0.592
C21 5.201 1.493 -0.733
C22 4.862 -1.380 -2.482
C23 5.312 -0.508 -3.470
C24 6.311 -0.899 -4.351
C25 6.868 -2.166 -4.257
C26 6.419 -3.045 -3.282
C27 5.418 -2.655 -2.403
Sb2 0.562 -0.020 1.239
C28 -0.660 -1.014 2.661
C29 -1.743 -1.768 2.225
C30 -2.608 -2.354 3.140
C31 -2.393 -2.190 4.499
C32 -1.313 -1.437 4.943
C33 -0.455 -0.846 4.028
C34 0.183 1.945 1.958
C35 1.130 2.958 1.838
C36 0.844 4.241 2.288
C37 -0.382 4.518 2.874
C38 -1.322 3.506 3.018
C39 -1.044 2.227 2.557
H11 3.120 0.554 1.842
H12 2.307 -0.190 3.206
H13 2.427 -2.406 1.649
H14 3.735 -1.939 2.700
H15 4.551 -2.534 0.409
H16 4.982 -0.896 0.868
H17 1.901 2.121 -1.223
H18 2.699 4.408 -0.993
H19 5.094 4.873 -0.587
H20 6.695 2.992 -0.416
H21 5.921 0.684 -0.680
H22 4.893 0.488 -3.552
H23 6.656 -0.211 -5.112
H24 7.649 -2.469 -4.942
H25 6.849 -4.035 -3.204
H26 5.079 -3.360 -1.651
H27 -1.918 -1.919 1.165
H28 -3.446 -2.944 2.790
H29 -3.066 -2.645 5.214
H30 -1.145 -1.302 6.004
H31 0.366 -0.240 4.393
H32 2.095 2.762 1.389
H33 1.586 5.024 2.187
H34 -0.597 5.515 3.235
H35 -2.267 3.710 3.506
H36 -1.782 1.443 2.684
S1 0.109 0.741 -3.081
C40 -4.615 0.769 1.393
C41 -4.701 1.308 -0.031
N2 -3.679 2.313 -0.348
C42 -4.155 3.699 -0.444
C43 -4.530 4.292 0.905
C44 -2.409 1.964 -0.563
C45 -1.392 3.024 -0.849
N3 -2.025 0.707 -0.522
H37 -5.425 0.063 1.570
H38 -4.703 1.576 2.120
H39 -3.675 0.250 1.585
H40 -5.665 1.789 -0.189
H41 -4.643 0.501 -0.768
H42 -5.017 3.700 -1.113
H43 -3.390 4.303 -0.920
H44 -5.331 3.728 1.384
H45 -4.880 5.315 0.776
H46 -3.666 4.305 1.570
H47 -1.407 3.783 -0.067
H48 -0.409 2.565 -0.887
H49 -1.579 3.498 -1.814
H50 -2.784 0.070 -0.309

Results
- Orbital gap: 7.7 eV
- Energy: -3637.03118 Ha
- Net charge: +1
- Relative energy (zero: lowest compared OMol25 entry of this formula, charge and spin): 4.75 kcal/mol

Löwdin atomic charge list, values in e, 8 entries: atom 1 (Ti): 0.270, atom 2 (N): -0.003, atom 3 (C): -0.260, atom 4 (C): -0.029, atom 5 (C): -0.060, atom 6 (C): -0.071, atom 7 (C): -0.036, atom 8 (C): -0.150

Molecular formula: C32H71Br4Cl2N7NaO18P2S
Method: DFT, ωB97M-V/def2-TZVPD

Element x y z (Å)
C1 0.464 -4.174 0.721
C2 -0.663 -3.469 -0.295
O1 -1.629 -4.550 -0.606
C3 0.071 -2.872 -1.674
N1 -0.831 -2.887 -2.887
C4 -0.459 -1.762 -3.877
C5 -1.190 -0.329 -3.419
O2 -0.180 0.395 -2.634
C6 -0.780 1.472 -1.813
C7 -1.559 0.780 -0.509
N2 -2.269 0.027 0.295
C8 -1.707 2.534 -2.646
C9 -3.412 2.056 -2.440
C10 -4.207 2.836 -1.108
O3 -4.464 3.184 -2.695
C11 0.525 2.316 -1.194
C12 0.102 3.488 -0.131
C13 1.440 1.181 -0.383
N3 2.205 0.371 0.285
C14 1.463 2.828 -2.447
C15 2.850 1.907 -2.617
O4 2.804 0.804 -3.401
Cl1 4.351 2.523 -1.723
H1 0.389 -5.357 0.635
H2 0.202 -3.919 1.841
H3 1.550 -3.777 0.497
H4 -1.219 -2.591 0.246
H5 -2.541 -4.287 -0.236
H6 0.475 -1.796 -1.381
H7 1.051 -3.544 -1.795
H8 -1.831 -2.800 -2.592
H9 -0.724 -2.028 -4.988
H10 0.715 -1.613 -3.742
H11 -1.561 0.259 -4.388
H12 -2.148 -0.650 -2.829
H13 -1.760 3.614 -2.201
H14 -1.519 2.572 -3.799
H15 -3.712 0.861 -2.677
H16 -3.659 3.684 -0.518
H17 -4.982 2.062 -0.696
H18 -0.088 4.546 -0.651
H19 -0.778 3.220 0.591
H20 1.055 3.670 0.564
H21 0.937 2.774 -3.500
H22 1.803 3.962 -2.319
C16 2.082 -4.172 -7.584
C17 0.731 -4.138 -6.943
O5 0.478 -3.701 -5.838
N4 -0.441 -4.565 -7.606
C18 -0.387 -5.848 -8.316
H23 2.831 -3.814 -6.872
H24 2.340 -5.193 -7.871
H25 2.086 -3.522 -8.462
H26 -0.678 -3.812 -8.260
H27 -1.148 -4.532 -6.859
H28 0.335 -5.775 -9.134
H29 -1.384 -6.045 -8.715
H30 -0.105 -6.628 -7.604
O6 1.560 -2.029 3.714
P1 2.221 -1.459 4.993
N5 3.613 -1.000 4.108
C19 5.011 -1.088 4.465
C20 3.407 0.157 3.229
N6 2.405 -3.031 5.665
C21 3.496 -3.912 5.267
C22 1.166 -3.823 5.665
N7 2.981 -0.803 6.463
C23 2.939 0.646 6.630
C24 3.728 -1.484 7.501
H31 5.317 -0.315 5.173
H32 5.651 -0.977 3.578
H33 5.293 -2.055 4.874
H34 3.504 1.095 3.788
H35 2.421 0.145 2.769
H36 4.132 0.170 2.406
H37 3.620 -3.958 4.178
H38 3.352 -4.936 5.634
H39 4.430 -3.600 5.730
H40 0.978 -4.280 4.683
H41 0.304 -3.201 5.920
H42 1.214 -4.628 6.408
H43 3.910 1.092 6.385
H44 2.674 0.927 7.654
H45 2.192 1.090 5.972
H46 4.730 -1.764 7.163
H47 3.216 -2.370 7.874
H48 3.870 -0.846 8.384
Br1 3.218 -3.894 9.089
Na1 3.218 -6.052 7.967
O7 10.207 -0.167 2.573
C25 9.173 -0.963 2.269
C26 8.665 -1.704 3.594
O8 7.639 -2.511 3.286
H49 9.357 -1.764 1.531
H50 8.278 -0.479 1.839
H51 8.468 -0.900 4.325
H52 9.561 -2.177 4.033
C27 -2.661 7.433 2.616
S1 -1.430 6.127 2.844
O9 -0.879 5.785 1.492
C28 -2.613 4.834 3.292
H53 -2.148 8.342 2.292
H54 -3.385 7.134 1.854
H55 -3.170 7.624 3.563
H56 -3.340 4.697 2.488
H57 -3.124 5.111 4.217
H58 -2.066 3.901 3.448
O10 -2.404 -2.042 -9.443
H59 -2.389 -1.856 -10.416
H60 -3.327 -2.019 -9.084
H61 -1.807 -1.426 -8.947
O11 8.550 1.527 4.499
Cl2 9.218 2.751 4.100
O12 8.727 3.854 4.903
O13 8.950 3.014 2.700
O14 10.648 2.608 4.300
C29 -1.842 4.933 7.634
Br2 -1.470 6.759 7.075
Br3 -3.750 4.556 7.652
Br4 -0.858 3.636 6.570
H62 -1.487 4.836 8.665
C30 -7.607 2.423 -2.661
O15 -8.499 1.336 -2.823
P2 -9.699 1.609 -4.039
O16 -10.527 0.444 -3.490
O17 -8.668 1.056 -5.200
C31 -8.096 -0.233 -5.047
O18 -10.898 1.881 -5.256
C32 -11.079 3.250 -5.557
H63 -6.885 2.172 -1.882
H64 -7.072 2.613 -3.595
H65 -8.162 3.315 -2.363
H66 -8.652 -0.865 -4.351
H67 -7.069 -0.125 -4.693
H68 -8.077 -0.725 -6.023
H69 -10.146 3.677 -5.930
H70 -11.401 3.787 -4.660
H71 -11.851 3.343 -6.326

Results
- Orbital gap: 1.4 eV
- Energy: -15457.74171 Ha
- Net charge: -1

Löwdin atomic charge list, values in e, 8 entries: atom 1 (C): -0.074, atom 2 (C): -0.335, atom 3 (O): -0.143, atom 4 (C): -0.185, atom 5 (N): -0.094, atom 6 (C): -0.168, atom 7 (C): -0.163, atom 8 (O): -0.161